Here is 3 unconnected molecules or ions with the total composition C3H5N3S2 at a distorted geometry from OMol25. Energies are from ωB97M-V/def2-TZVPD.

Computed properties:
energy relative to the best compared isomer or geometry (same formula, charge and spin)	383.27	kJ/mol
strongest force on any atom	0.1411	Eh/bohr
electronic energy	-1077.811089	Ha
total charge	0
Kohn-Sham gap	8.40	eV
SMILES string	N#[N+][S-].C=C=S.C=N
E_LUMO	-0.2	eV

Geometry as XYZ:
```
13
Properties=species:S:1:pos:R:3:nbo_charge:R:1
C -1.256 -0.579 -1.055 -0.060
C -1.030 -0.692 -2.310 -0.600
C 1.404 -0.808 1.269 -0.044
N -0.588 1.964 0.348 0.015
N 1.777 -1.173 0.087 -0.619
N -0.512 2.435 1.398 -0.179
S -0.672 3.125 2.730 0.154
S -1.600 -0.851 0.413 0.163
H -0.071 -1.045 -2.599 0.250
H -1.692 -0.499 -3.219 0.263
H 1.273 -1.618 1.966 0.166
H 1.177 0.222 1.650 0.150
H 1.789 -0.482 -0.679 0.340
```